# 1
15 unconnected molecules or ions with the total composition C25H80O15. Source: the Open Molecules 2025 dataset; level of theory: ωB97M-V/def2-TZVPD.

Calculated values
electronic energy: -2128.91525 a.u.
strongest force on any atom: 0.025 hartree/bohr
highest occupied orbital energy: -9.3 eV
charge: 0
gap between HOMO and LUMO: 0.3536 hartree

Atoms and positions in Å:
C1 -36.3386 -1.9202 2.2157
O1 -35.3483 -0.9166 2.4744
H1 -37.2690 -1.6707 2.7371
H2 -36.5635 -1.8805 1.1494
H3 -36.0085 -2.8849 2.5880
H4 -35.6520 -0.0719 2.1307
C2 -30.1515 1.5398 5.8796
O2 -31.2023 1.3340 6.8248
H5 -29.2971 0.8888 6.0756
H6 -30.4932 1.3212 4.8637
H7 -29.8430 2.5835 5.9008
H8 -31.5008 0.4155 6.7212
C3 -29.0749 2.4235 1.1442
O3 -30.1661 3.1942 1.6288
H9 -28.0955 2.9056 1.1992
H10 -28.9761 1.5219 1.7570
H11 -29.2407 2.1535 0.1010
H12 -29.8703 3.8713 2.2393
C4 -31.9843 1.3373 -1.0160
O4 -32.2856 2.2051 0.0635
H13 -32.9383 1.1938 -1.5233
H14 -31.2665 1.8001 -1.7031
H15 -31.5633 0.3797 -0.6903
H16 -31.4806 2.3720 0.5865
C5 -28.2678 -0.8007 -0.5592
O5 -27.0646 -0.0967 -0.7727
H17 -29.0496 -0.2784 -1.1079
H18 -28.2199 -1.8512 -0.8745
H19 -28.5686 -0.8684 0.4951
H20 -26.3585 -0.5110 -0.2361
C6 -33.1464 -2.5294 0.0185
C7 -33.1371 -3.8456 -0.7433
O6 -33.7388 -3.6495 -2.0188
H21 -32.6895 -1.7544 -0.5998
H22 -32.6867 -2.6143 1.0003
H23 -34.1686 -2.1671 0.1424
H24 -33.7288 -4.5948 -0.2030
H25 -32.1345 -4.2770 -0.8208
H26 -33.6713 -4.4748 -2.5069
C8 -28.9973 -5.3105 1.8411
C9 -29.5395 -4.3823 0.7786
O7 -29.0615 -4.7284 -0.5162
H27 -27.9289 -5.4717 1.6910
H28 -29.4903 -6.2839 1.7901
H29 -29.1578 -4.8848 2.8351
H30 -29.1716 -3.3678 0.9348
H31 -30.6310 -4.4312 0.8243
H32 -29.6009 -5.4081 -0.9277
C10 -26.3536 -0.8997 2.5598
C11 -25.8675 -2.0021 1.6275
O8 -25.0327 -1.3576 0.6427
H33 -26.8940 -0.1222 2.0267
H34 -25.4623 -0.4542 3.0012
H35 -26.9369 -1.4274 3.3133
H36 -26.6239 -2.6290 1.1413
H37 -25.2321 -2.7202 2.1614
H38 -24.5370 -2.0400 0.1770
C12 -33.4409 2.5831 4.4198
C13 -33.5619 3.6806 5.4504
O9 -32.2984 3.8781 6.1020
H39 -32.7406 2.8271 3.6172
H40 -34.3817 2.3745 3.8980
H41 -33.1070 1.6403 4.8535
H42 -34.2654 3.4315 6.2492
H43 -33.8640 4.6049 4.9608
H44 -31.9122 3.0089 6.3172
C14 -35.4723 -3.6259 5.8316
C15 -35.6595 -2.1288 5.7595
O10 -34.5553 -1.5894 5.0475
H45 -36.2475 -4.1466 6.3975
H46 -34.5555 -3.8272 6.3961
H47 -35.3302 -4.0585 4.8420
H48 -35.7140 -1.6780 6.7536
H49 -36.6006 -1.9007 5.2493
H50 -34.8462 -1.2324 4.1885
C16 -26.4596 2.4530 4.0894
C17 -26.5642 1.5005 5.2700
O11 -25.2849 1.3135 5.8750
H51 -26.0495 2.0054 3.1853
H52 -25.9409 3.3629 4.3903
H53 -27.4648 2.7760 3.7930
H54 -27.0021 0.5481 4.9729
H55 -27.1819 1.9713 6.0412
H56 -25.1289 2.0212 6.5017
C18 -31.1537 -1.6767 8.8257
C19 -32.2805 -2.2110 7.9431
O12 -32.4891 -1.2382 6.9079
H57 -30.6845 -2.4522 9.4315
H58 -31.4670 -0.8332 9.4386
H59 -30.3730 -1.2958 8.1622
H60 -33.1993 -2.3977 8.5021
H61 -31.9263 -3.1229 7.4503
H62 -33.0928 -1.6565 6.2688
C20 -27.9571 -3.9525 4.8600
C21 -29.1909 -3.1633 5.2785
O13 -28.8003 -1.7952 5.4398
H63 -27.0875 -3.8012 5.4990
H64 -27.6457 -3.6958 3.8440
H65 -28.1461 -5.0298 4.7956
H66 -29.6060 -3.5391 6.2189
H67 -29.9797 -3.2701 4.5366
H68 -28.3050 -1.7217 6.2605
C22 -32.2652 -4.8962 4.7341
C23 -32.6158 -4.7385 3.2459
O14 -32.9695 -5.9725 2.6379
H69 -31.2616 -5.3038 4.8792
H70 -33.0290 -5.4821 5.2401
H71 -32.2049 -3.8952 5.1697
H72 -31.7650 -4.3041 2.7110
H73 -33.5165 -4.1296 3.1743
H74 -32.2986 -6.6331 2.8395
C24 -31.8323 -1.1069 3.4129
C25 -30.6346 -1.1219 2.4719
O15 -29.4917 -0.4639 2.9990
H75 -32.0686 -0.1117 3.7789
H76 -31.5874 -1.6993 4.2980
H77 -32.6256 -1.5949 2.8454
H78 -30.8994 -0.6899 1.5051
H79 -30.2832 -2.1437 2.2593
H80 -29.2538 -0.8185 3.8694

Forces on atoms 1 to 2 (eV/Å):
C -0.603 1.143 -0.164
O 0.168 -0.451 0.404

# 2
26 unconnected molecules or ions with the total composition C25H90N38O29. Source: the Open Molecules 2025 dataset; level of theory: ωB97M-V/def2-TZVPD.

Calculated values
electronic energy: -5270.43006 a.u.
strongest force on any atom: 0.102 hartree/bohr
highest occupied orbital energy: -4.7 eV
charge: -2
gap between HOMO and LUMO: 0.2836 hartree

Atoms and positions in Å:
C1 2.4179 -2.5472 -0.2183
C2 1.9330 -1.7153 -1.2161
C3 0.8513 -0.6933 -0.7472
O1 0.1973 -0.0771 -1.6076
C4 0.6004 -0.4571 0.5723
C5 1.2443 -1.1996 1.5929
C6 2.0619 -2.4091 1.1330
O2 2.4344 -3.1820 2.0243
O3 1.0611 -1.0475 2.7893
O4 2.0986 -1.7754 -2.4802
H1 3.1134 -3.4174 -0.4900
H2 -0.0532 0.2631 0.8400
C7 4.4839 -0.0424 4.1643
O5 5.4277 0.3910 4.8376
N1 4.5073 -1.1684 3.3870
N2 3.3774 0.7378 3.9342
H3 5.1772 -1.8789 3.6189
H4 3.8192 -1.2038 2.6529
H5 3.4015 1.6357 4.4306
H6 2.5500 0.4380 3.4371
C8 4.7288 -3.5606 5.5606
O6 5.3992 -3.5530 4.5128
N3 4.7008 -2.5078 6.3895
N4 3.9770 -4.6961 5.8434
H7 5.3521 -1.7837 6.1374
H8 3.8339 -2.3797 6.9466
H9 3.2532 -4.5596 6.5710
H10 3.7833 -5.3734 5.0849
C9 1.1156 4.0197 1.5227
O7 -0.0119 4.4345 1.8022
N5 1.3338 2.9871 0.6402
N6 2.2727 4.5173 2.1054
H11 2.2679 2.9157 0.2402
H12 0.5554 2.9117 -0.0580
H13 3.1472 4.3171 1.7053
H14 2.0709 5.4733 2.4279
C10 -3.8867 -2.9980 -4.6929
O8 -4.3453 -1.9045 -5.0381
N7 -4.3127 -3.6737 -3.5648
N8 -2.8817 -3.5538 -5.3474
H15 -3.5449 -4.0846 -3.0508
H16 -4.8517 -3.0151 -3.0341
H17 -2.6785 -3.2960 -6.2787
H18 -2.5313 -4.3990 -5.0328
C11 -0.4816 -4.4226 -3.0427
O9 -1.3892 -5.3247 -2.9818
N9 0.8175 -4.6708 -3.2463
N10 -0.7489 -3.1438 -2.7601
H19 1.1322 -5.6255 -3.3503
H20 1.5322 -3.9027 -3.0371
H21 -1.6592 -2.9445 -2.4130
H22 0.0092 -2.5567 -2.6547
C12 2.5493 -7.3767 -2.0432
O10 2.1767 -7.2286 -3.2231
N11 1.7605 -7.6089 -0.9715
N12 3.8642 -7.3561 -1.8118
H23 2.1686 -7.5740 -0.0831
H24 0.7600 -7.5111 -0.9478
H25 4.4473 -6.9749 -2.4996
H26 4.2103 -7.1383 -0.8749
C13 -0.4825 2.0148 4.7907
O11 -0.2907 1.3242 5.8136
N13 -0.4964 3.3524 4.8714
N14 -0.4462 1.5262 3.5143
H27 -0.5648 3.9725 4.0621
H28 -0.6642 3.7793 5.7608
H29 -0.3216 2.2105 2.7886
H30 -0.3317 0.5441 3.3452
C14 4.3125 2.0439 -0.5795
O12 4.3790 3.1990 -0.1194
N15 3.7960 1.7253 -1.8094
N16 4.8286 0.9473 0.0384
H31 3.9129 2.5115 -2.4471
H32 4.1183 0.8411 -2.2490
H33 4.7635 0.0336 -0.3632
H34 5.1492 1.0555 0.9828
C15 4.2780 -5.9989 2.3014
O13 4.2413 -6.9075 1.4823
N17 3.1565 -5.6666 3.1757
N18 5.3388 -5.2594 2.5701
H35 2.4348 -6.2079 2.9076
H36 2.9113 -4.6427 2.8909
H37 5.3552 -4.5624 3.3185
H38 6.1844 -5.5218 2.0654
C16 1.6097 1.3978 -4.7716
O14 1.9355 2.5479 -5.1251
N19 2.2401 0.2836 -5.2010
N20 0.5773 1.1615 -3.9645
H39 2.2064 -0.4562 -4.5095
H40 3.0196 0.3768 -5.8915
H41 0.6617 0.4341 -3.2704
H42 0.0479 1.9513 -3.5816
C17 1.3894 -1.8738 7.1306
O15 2.1904 -2.7526 7.5593
N21 1.6469 -1.0738 6.0763
N22 0.1470 -1.7243 7.6355
H43 1.0891 -0.2397 5.8309
H44 2.5131 -1.1748 5.5803
H45 -0.2869 -0.7901 7.4847
H46 0.0121 -2.0033 8.6129
C18 -3.7619 1.8159 -5.2505
O16 -3.4384 2.9813 -5.0039
N23 -5.0115 1.2877 -4.9807
N24 -2.9913 0.9135 -5.9216
H47 -5.0403 0.2811 -4.9022
H48 -5.5965 1.7147 -4.2814
H49 -2.0707 1.1102 -6.1495
H50 -3.3660 -0.0700 -5.7867
C19 -3.2343 -0.7112 3.1500
O17 -3.9199 -0.8097 4.2387
N25 -3.7754 0.0480 2.2013
N26 -2.0632 -1.2910 2.7781
H51 -3.2975 0.2328 1.3582
H52 -4.3868 0.7467 2.6106
H53 -1.8329 -1.2642 1.7949
H54 -1.6282 -2.0803 3.2760
C20 -2.6303 -3.6391 0.0969
O18 -3.1512 -3.2359 -0.9485
N27 -1.2772 -3.6278 0.1845
N28 -3.3457 -4.2405 1.1132
H55 -0.8609 -3.6722 1.0660
H56 -0.8348 -3.1345 -0.5854
H57 -2.8731 -4.5459 1.9220
H58 -4.3143 -4.2736 1.1189
C21 -6.0448 6.8543 0.0665
O19 -5.5961 7.6061 0.9916
N29 -5.4970 6.5285 -1.0875
N30 -7.3537 6.3313 0.3079
H59 -4.5707 6.9008 -1.2237
H60 -5.8808 5.8462 -1.7538
H61 -7.5646 6.5397 1.2962
H62 -7.6134 5.4728 -0.1499
C22 -3.1127 1.1193 -1.6209
O20 -4.2515 1.6009 -1.6104
N31 -2.9126 -0.2833 -1.6880
N32 -1.9568 1.8974 -1.5773
H63 -3.5893 -0.9025 -1.2690
H64 -1.9573 -0.6472 -1.6336
H65 -2.1135 2.9240 -1.7537
H66 -1.0828 1.4393 -1.5232
C23 -0.6694 4.9005 -4.3068
O21 0.2974 5.5714 -3.8579
N33 -1.9153 4.9785 -3.7473
N34 -0.4988 3.9812 -5.3048
H67 -2.4937 4.4182 -4.3880
H68 -2.2644 5.9406 -3.5083
H69 0.4177 3.6741 -5.5520
H70 -1.3340 3.7369 -5.8657
C24 -2.0341 6.6213 -0.8831
O22 -2.6861 7.1504 -1.7890
N35 -0.7715 6.1102 -1.1029
N36 -2.4970 6.5221 0.4349
H71 -0.3735 5.6904 -0.2303
H72 -0.3053 6.0470 -1.9677
H73 -3.4004 6.8017 0.8924
H74 -1.8013 6.3220 1.1321
C25 1.9214 8.1576 -5.8215
O23 2.5277 8.9562 -6.5570
N37 2.6957 7.0648 -5.3708
N38 0.6479 8.1396 -5.2932
H75 2.1793 6.2805 -5.0027
H76 3.5649 6.7375 -5.7200
H77 0.3198 7.2814 -4.8985
H78 -0.0321 8.8050 -5.5878
O24 -2.5575 -2.8667 5.3885
H79 -1.9212 -2.5312 6.0621
H80 -3.0588 -2.0987 4.9654
O25 -2.0249 0.8337 8.0262
H81 -2.8340 0.5324 7.5214
H82 -1.3901 1.0411 7.3103
O26 -0.1739 -3.9086 3.7048
H83 -0.5910 -4.0069 4.6108
H84 0.5497 -3.2455 3.7801
O27 -5.3013 4.2531 -2.8982
H85 -4.9200 3.4730 -2.4156
H86 -4.8978 4.1471 -3.6998
O28 5.0112 -1.4869 -3.0112
H87 5.3636 -2.3525 -2.8665
H88 4.0739 -1.7426 -2.9178
O29 -2.7352 -7.5869 -1.7761
H89 -2.0595 -6.8722 -1.9914
H90 -3.3903 -7.1416 -1.1809

Forces on atoms 1 to 2 (eV/Å):
C 1.544 -1.485 -1.451
C -1.261 0.179 -0.406